#i
{"formula": "C4H12NO2", "method": "wB97M-V/def2-TZVPD", "species": ["O", "C", "C", "C", "C", "N", "H", "H", "H", "H", "H", "H", "H", "H", "H", "H", "H", "H", "O"], "xyz": [[-0.904, 1.423, -0.971], [-1.448, 0.240, -0.913], [-0.712, -0.781, -0.145], [0.648, -1.200, -0.770], [1.260, -2.429, -0.132], [-0.387, -0.081, 1.185], [-2.337, 0.026, -1.508], [-1.257, -1.710, 0.022], [0.508, -1.153, -1.850], [1.335, -0.358, -0.589], [1.768, -2.258, 0.807], [1.960, -2.954, -0.806], [0.506, -3.225, 0.022], [0.384, -0.513, 1.685], [-0.115, 0.856, 0.826], [-1.265, 0.008, 1.676], [0.363, 3.147, 0.702], [1.754, 2.992, 1.259], [0.912, 2.514, 1.183]], "lowdin_charge": [-0.20, -0.37, -0.33, -0.22, -0.12, 0.18, 0.07, 0.13, 0.12, 0.11, 0.06, 0.08, 0.07, 0.14, 0.08, 0.15, 0.05, 0.06, -0.07], "homo_lumo_gap_ev": [5.180, 8.336], "charge": 0, "s_squared": 0.754, "spin_multiplicity": 2}

#ii
{"formula": "C4H12NO2", "method": "wB97M-V/def2-TZVPD", "species": ["C", "C", "C", "N", "C", "H", "H", "H", "H", "H", "H", "H", "H", "H", "H", "O", "H", "H", "O"], "xyz": [[-2.897, -1.224, -0.896], [-2.787, 0.145, -0.217], [-1.646, 0.402, 0.674], [-0.177, 0.286, 0.013], [-0.795, 1.717, 0.251], [-1.860, -1.666, -1.116], [-3.369, -1.952, -0.276], [-3.617, -1.091, -1.705], [-3.678, 0.759, -0.021], [-1.627, 0.069, 1.706], [-0.468, 0.149, -0.995], [-0.910, 2.113, -0.797], [-0.394, 2.341, 1.090], [4.601, -1.529, -1.067], [4.357, -2.074, 0.299], [4.245, -1.288, -0.216], [2.915, -0.030, 0.105], [1.385, 0.374, 0.545], [2.336, 0.575, 0.625]], "lowdin_charge": [-0.11, -0.12, -0.25, -0.04, -0.07, 0.10, 0.05, 0.06, 0.10, 0.12, 0.09, 0.11, 0.10, 0.05, 0.04, -0.03, -0.01, -0.06, -0.14], "homo_lumo_gap_ev": [9.127, 9.419], "charge": 0, "s_squared": 0.754, "spin_multiplicity": 2}

Of them, #i has the highest stability.

#i
{"formula": "C3H17NO4", "method": "wB97M-V/def2-TZVPD", "species": ["C", "C", "C", "N", "H", "H", "H", "H", "H", "H", "H", "H", "H", "O", "H", "H", "O", "H", "H", "O", "H", "H", "O", "H", "H"], "xyz": [[-0.348, -0.766, -1.492], [-0.323, -1.817, -0.329], [0.815, -2.750, -0.722], [0.074, -0.953, 0.850], [-1.274, -0.766, -1.920], [-0.047, 0.233, -1.239], [0.331, -0.930, -2.409], [-1.296, -2.298, -0.329], [0.408, -3.792, -1.091], [1.516, -2.046, -1.361], [1.310, -3.218, 0.163], [-0.265, 0.047, 0.700], [0.377, -1.241, 1.744], [1.857, 1.522, 1.855], [1.946, 2.488, 1.829], [2.041, 1.281, 1.023], [-0.048, 2.265, -3.133], [-0.347, 2.029, -2.287], [0.523, 1.484, -3.363], [-2.384, 0.568, 1.191], [-2.143, 1.203, 1.893], [-1.738, -0.154, 1.107], [-0.676, 2.426, 2.491], [0.078, 2.297, 3.039], [-0.387, 2.887, 1.795]], "lowdin_charge": [-0.09, -0.43, -0.11, 0.01, 0.04, 0.04, 0.10, 0.12, 0.11, 0.10, 0.06, 0.06, 0.06, 0.00, 0.06, -0.03, -0.05, -0.03, 0.06, -0.09, 0.01, -0.02, 0.01, 0.03, -0.03], "smiles": "CC(C)N.O.O.O.O", "homo_lumo_gap_ev": 9.407, "charge": 0}

#ii
{"formula": "C3H17NO4", "method": "wB97M-V/def2-TZVPD", "species": ["C", "C", "C", "N", "H", "H", "H", "H", "H", "H", "H", "H", "H", "O", "H", "H", "O", "H", "H", "O", "H", "H", "O", "H", "H"], "xyz": [[1.467, 2.034, 1.796], [1.624, 1.161, 0.511], [1.849, -0.357, 0.874], [0.350, 1.164, -0.356], [2.463, 2.446, 2.104], [0.852, 2.935, 1.699], [0.906, 1.635, 2.697], [2.520, 1.528, -0.117], [1.690, -0.706, 1.866], [1.234, -1.080, 0.333], [2.906, -0.650, 0.669], [0.379, 2.052, -0.780], [-0.561, 1.200, 0.212], [-2.336, 0.405, 2.050], [-2.422, -0.582, 2.026], [-3.257, 0.806, 2.001], [-0.700, -3.198, -1.425], [-0.496, -3.667, -2.180], [-0.358, -2.305, -1.597], [-0.803, 1.007, -5.526], [-0.014, 1.412, -5.509], [-0.808, 0.510, -4.781], [-2.287, -2.376, 1.505], [-1.435, -2.483, 1.097], [-2.763, -2.890, 0.833]], "lowdin_charge": [-0.11, -0.42, -0.09, -0.01, 0.07, 0.05, 0.09, 0.14, 0.05, 0.04, 0.07, 0.02, 0.08, -0.12, 0.00, 0.07, -0.03, -0.01, 0.05, 0.04, -0.03, -0.02, -0.04, 0.03, 0.06], "smiles": "CC(C)N.O.O.O.O", "homo_lumo_gap_ev": 9.751, "charge": 0}

Of them, #ii has the highest stability.